Entry from OMol25: a single C4H6N2O2 molecule at a distorted geometry (ωB97M-V/def2-TZVPD).

XYZ file:
```
14
Properties=species:S:1:pos:R:3:mulliken_charge:R:1
O -3.279 -0.460 -0.306 -0.520
O 2.496 0.583 -0.384 -0.634
N 0.137 1.632 0.258 -0.491
N 1.856 -1.468 0.191 -0.393
C 0.156 0.297 0.072 0.642
C -2.258 0.042 0.185 -0.238
C 1.583 -0.174 -0.081 0.556
C -0.914 -0.491 -0.026 -0.520
H -0.682 2.125 -0.063 0.223
H 1.094 -2.043 0.571 0.197
H 2.804 -1.670 0.358 0.236
H 1.003 2.131 0.045 0.281
H -2.409 0.910 0.814 0.411
H -0.893 -1.627 -0.248 0.249
```

E (eV): -11320.1807
E_HOMO (eV): -9.3
Gap between HOMO and LUMO (eV): 9.086
Max |F| (hartree/bohr): 0.054
Relative energy (zero: lowest compared OMol25 entry of this formula, charge and spin) (kcal/mol): 19.9
Net charge: 0